1.
This record from OMol25 describes C30H23N9O8W as an isolated structure. The level of theory is ωB97M-V with the def2-TZVPD basis set.

Summary:
**Energy relative to the best compared isomer or geometry (same formula, charge and spin)**: 0.00 kcal/mol
**Net charge**: +2
**Kohn-Sham gap (spin up / spin down)**: 7.03 / 6.52 eV
**Multiplicity**: 3

Each line ends with the Löwdin charge.
Atoms and positions in Å:
W  0.083  -0.287  -0.552  1.8675
N  2.998  -2.964  1.376  0.1834
C  2.357  -2.194  0.529  -0.1059
N  1.169  -1.678  0.780  0.0068
C  0.599  -1.889  2.027  -0.2302
N  -0.538  -1.295  2.257  0.1247
N  -0.786  -0.362  1.340  -0.1640
C  -1.908  -0.443  0.556  -0.1740
C  -2.320  0.910  0.104  -0.3025
C  -3.576  1.461  0.074  0.0253
C  -3.664  2.783  -0.365  0.0040
C  -2.521  3.460  -0.766  0.0027
C  -1.304  2.799  -0.764  -0.0726
N  -1.219  1.542  -0.330  -0.0225
C  1.241  -2.756  2.980  -0.0770
C  0.689  -3.048  4.232  0.0171
C  1.379  -3.860  5.102  -0.0257
C  2.624  -4.386  4.742  -0.0166
C  3.186  -4.106  3.512  0.0169
C  2.485  -3.290  2.636  -0.1446
H  3.910  -3.313  1.114  0.1863
H  2.816  -1.998  -0.427  0.1524
H  -2.613  -1.248  0.712  0.1330
H  -4.442  0.907  0.408  0.1324
H  -4.622  3.287  -0.383  0.1302
H  -2.564  4.491  -1.088  0.1297
H  -0.403  3.278  -1.119  0.1168
H  -0.272  -2.627  4.496  0.1268
H  0.962  -4.093  6.071  0.1244
H  3.157  -5.021  5.437  0.1273
H  4.152  -4.512  3.235  0.1303
C  0.379  -2.861  -3.621  0.0310
C  1.176  -1.697  -3.115  -0.5624
O  1.964  -1.053  -3.721  0.1635
O  0.973  -1.426  -1.767  -0.2904
H  1.058  -3.570  -4.092  0.1070
H  -0.292  -2.504  -4.404  0.0976
H  -0.185  -3.349  -2.833  0.0858
N  -2.563  -0.077  -4.005  0.1711
C  -2.179  -0.548  -2.815  -0.1162
N  -1.041  -0.004  -2.421  -0.0416
C  -0.652  0.878  -3.439  -0.2249
C  0.472  1.696  -3.548  -0.0225
C  0.569  2.468  -4.685  -0.0362
C  -0.414  2.431  -5.689  -0.0395
C  -1.521  1.616  -5.594  0.0185
C  -1.616  0.839  -4.444  -0.1642
H  -3.394  -0.364  -4.499  0.1824
H  -2.744  -1.280  -2.260  0.1517
H  1.247  1.704  -2.795  0.1111
H  1.428  3.111  -4.819  0.1217
H  -0.289  3.052  -6.565  0.1220
H  -2.271  1.582  -6.374  0.1270
O  3.307  0.158  0.940  0.1228
C  2.598  1.098  0.694  -0.4538
O  1.436  0.983  0.012  -0.2261
C  2.922  2.500  1.070  -0.0898
C  1.993  3.508  0.874  0.0750
C  2.319  4.804  1.213  -0.0890
C  3.541  5.138  1.763  0.1175
C  4.440  4.104  1.956  -0.0834
C  4.163  2.794  1.623  0.0994
N  5.766  4.422  2.543  -0.3434
O  5.967  5.577  2.839  0.1208
O  6.511  3.488  2.742  0.1074
N  1.314  5.861  0.961  -0.3364
O  0.284  5.520  0.397  0.0622
O  1.582  6.980  1.312  0.1405
H  1.021  3.297  0.472  0.0947
H  3.790  6.156  2.028  0.1453
H  4.903  2.024  1.789  0.1413

***

2.
This record from OMol25 describes one molecule with the formula CH3FS2. The level of theory is ωB97M-V with the def2-TZVPD basis set.

Summary:
**Energy relative to the best compared isomer or geometry (same formula, charge and spin)**: 0.00 kcal/mol
**Net charge**: 0
**SMILES**: CSSF
**Kohn-Sham gap**: 9.79 eV

Each line ends with the Löwdin charge.
Atoms and positions in Å:
C  -0.367  0.457  0.869  -0.4112
F  0.007  -1.402  -2.319  -0.5566
S  1.011  -0.707  0.345  0.4042
S  1.157  -0.387  -1.597  0.4761
H  -0.814  0.134  1.740  -0.0158
H  -1.115  0.460  -0.034  0.0706
H  0.121  1.444  0.996  0.0328

***

3.
This record from OMol25 describes a 2-piece molecular cluster, CH2N2S2 overall. The level of theory is ωB97M-V with the def2-TZVPD basis set.

Summary:
**Energy relative to the best compared isomer or geometry (same formula, charge and spin)**: 50.19 kcal/mol
**Net charge**: 0
**SMILES**: S=NS.C#N
**Kohn-Sham gap**: 7.30 eV

Each line ends with the Löwdin charge.
Atoms and positions in Å:
C  -0.596  -0.052  -2.479  -0.1617
N  -1.585  -0.564  -2.198  0.0644
N  2.116  -0.833  -0.189  -0.9557
S  1.328  0.751  -0.116  0.6343
S  1.276  -2.139  -0.086  0.5611
H  2.551  1.279  -0.216  -0.1365
H  0.303  0.540  -2.460  -0.0060

***

4.
This record from OMol25 describes C19H18N7O5S6SbW as an isolated structure. The level of theory is ωB97M-V with the def2-TZVPD basis set.

Summary:
**Energy relative to the best compared isomer or geometry (same formula, charge and spin)**: 5.79 kcal/mol
**Net charge**: 0
**Kohn-Sham gap**: 5.59 eV

Each line ends with the Löwdin charge.
Atoms and positions in Å:
W  0.094  -1.143  -0.228  1.2743
N  -0.656  -5.669  -0.467  0.0845
C  -0.063  -4.444  -0.401  -0.8594
S  -0.792  -3.272  0.671  0.7238
N  1.003  -4.199  -1.068  0.0038
N  1.507  -2.951  -0.730  -0.1984
C  2.786  -2.931  -0.680  -0.0708
C  3.557  -1.899  -0.033  -0.1975
C  4.949  -1.873  -0.137  -0.0168
C  5.684  -0.999  0.637  -0.0658
C  5.033  -0.176  1.556  -0.0464
C  3.657  -0.198  1.689  0.0145
C  2.925  -1.045  0.869  -0.3271
O  1.575  -1.037  0.943  -0.3106
H  -1.651  -5.695  -0.322  0.0808
H  -0.301  -6.272  -1.193  0.1050
H  3.296  -3.819  -1.044  0.1483
H  5.434  -2.547  -0.833  0.1223
H  6.760  -0.964  0.543  0.1061
H  5.609  0.499  2.177  0.1113
H  3.139  0.441  2.386  0.1036
S  1.838  -2.461  -4.754  -0.1710
Sb  0.554  -0.914  -3.789  -0.0225
S  1.653  -0.166  -1.747  0.2698
S  -0.941  -2.070  -2.176  0.1474
S  -0.609  0.727  -4.778  -0.1732
O  -1.009  0.655  -1.282  -0.2312
C  -0.550  1.504  -0.491  -0.5787
N  -0.011  1.037  0.625  -0.1399
S  0.435  2.279  1.626  0.6892
O  1.825  2.239  1.957  -0.2665
O  -0.525  2.380  2.689  -0.2748
C  0.114  3.540  0.411  -0.1960
C  0.369  4.892  0.475  -0.0212
C  0.044  5.641  -0.654  -0.0518
C  -0.504  5.051  -1.790  -0.0453
C  -0.762  3.685  -1.835  0.0246
C  -0.451  2.953  -0.705  -0.1243
H  0.817  5.349  1.346  0.1250
H  0.241  6.706  -0.651  0.1102
H  -0.718  5.663  -2.656  0.1113
H  -1.150  3.193  -2.718  0.1049
C  -5.252  0.470  1.118  -0.0129
N  -3.886  0.027  1.281  -0.0752
C  -3.165  -0.004  2.540  -0.0056
C  -1.848  -0.623  2.120  -0.5125
O  -0.912  -0.898  2.819  0.0835
N  -1.883  -0.810  0.742  -0.0924
C  -3.101  -0.439  0.298  -0.3844
N  -3.504  -0.556  -0.953  0.2241
H  -5.744  0.442  2.087  0.0971
H  -5.796  -0.203  0.453  0.0934
H  -5.306  1.489  0.730  0.0997
H  -3.666  -0.624  3.285  0.1466
H  -2.981  0.992  2.947  0.1414
H  -2.809  -0.837  -1.647  0.0069
H  -4.353  -0.117  -1.262  0.1189